No. 1
DFT (wB97M-V/def2-TZVPD) results for a molecular structure, C30H47N12P2SiSn.

Summary:
lowest unoccupied orbital energy = -2.627 eV
energy relative to the best compared isomer or geometry (same formula, charge and spin) = 26.3 kcal/mol
total charge = +1
gap between HOMO and LUMO = 8.4385 eV
E = -3014.7289 Eh
maximum force = 0.0016 hartree/bohr
molar mass = 784.54 g/mol

The geometry in XYZ format:
```
93
Properties=species:S:1:pos:R:3:mulliken_charge:R:1
Sn 0.780 -0.087 -0.482 -0.616
C 3.233 2.446 1.106 -1.378
P 2.605 0.759 1.310 1.509
C 1.881 0.708 2.982 -1.112
C 4.102 -0.263 1.566 -0.982
C 3.841 -1.761 1.724 -1.284
P 3.197 -2.539 0.174 1.364
C 2.944 -4.248 0.783 -1.376
C 4.742 -2.726 -0.788 -1.450
H 3.787 2.738 2.000 0.517
H 2.415 3.145 0.941 0.250
H 3.889 2.464 0.239 0.357
H 2.651 0.965 3.711 0.663
H 1.527 -0.302 3.196 0.160
H 1.050 1.399 3.104 0.427
H 4.566 0.146 2.469 0.675
H 4.768 -0.063 0.729 0.306
H 3.113 -1.950 2.519 0.346
H 4.767 -2.256 2.030 0.709
H 3.830 -4.637 1.289 0.413
H 2.709 -4.900 -0.059 0.412
H 2.100 -4.278 1.473 0.392
H 5.514 -3.244 -0.216 0.437
H 5.115 -1.749 -1.096 0.380
H 4.532 -3.299 -1.692 0.411
N 1.549 -0.262 -4.024 0.066
C 0.283 -0.605 -3.617 -0.057
N -0.663 -1.036 -4.417 -0.611
N -1.718 -1.268 -3.603 -0.878
N -1.429 -1.000 -2.390 0.060
N -0.145 -0.556 -2.348 0.927
C 2.551 0.050 -3.151 -0.047
N 3.741 0.498 -3.507 -0.490
N 4.375 0.748 -2.345 -1.021
N 3.617 0.475 -1.351 -0.088
N 2.446 -0.003 -1.819 0.923
H 1.779 -0.385 -4.997 0.309
C -0.119 -1.743 0.533 -1.041
Si -1.789 -1.277 1.242 -0.363
C -1.587 0.604 1.432 -0.896
N -0.946 1.340 0.298 2.223
C -0.471 2.659 0.808 -0.801
C -1.585 3.493 1.446 -1.018
C -2.882 3.440 0.620 -0.885
C -2.571 2.967 -0.792 -0.540
C -1.940 1.576 -0.818 -0.366
C -2.002 -1.946 2.977 0.710
C -2.935 -2.957 3.219 -0.618
C -3.088 -3.502 4.487 -0.748
C -2.313 -3.042 5.540 -0.518
C -1.383 -2.034 5.325 -0.844
C -1.233 -1.496 4.056 -0.249
C -3.286 -1.734 0.242 0.765
C -4.483 -1.055 0.487 -0.008
C -5.648 -1.391 -0.186 -0.824
C -5.634 -2.425 -1.112 -0.544
C -4.458 -3.120 -1.358 -0.679
C -3.296 -2.775 -0.685 -0.469
H -0.131 -2.555 -0.194 0.806
H 0.541 -2.040 1.352 0.242
H -0.946 0.748 2.308 0.358
H -2.540 1.074 1.680 0.165
H -0.025 3.190 -0.026 0.576
H 0.317 2.476 1.535 -0.181
H -1.215 4.518 1.507 0.520
H -1.768 3.174 2.473 0.273
H -3.358 4.419 0.598 0.541
H -3.606 2.762 1.079 0.227
H -1.899 3.686 -1.271 0.040
H -3.472 2.931 -1.406 0.519
H -1.433 1.436 -1.767 -0.071
H -2.697 0.797 -0.740 0.296
H -3.555 -3.321 2.409 0.336
H -3.816 -4.285 4.652 0.425
H -2.434 -3.464 6.529 0.399
H -0.783 -1.665 6.146 0.436
H -0.507 -0.702 3.917 0.127
H -4.517 -0.255 1.221 0.394
H -6.565 -0.853 0.014 0.422
H -6.539 -2.689 -1.641 0.395
H -4.443 -3.922 -2.083 0.415
H -2.383 -3.315 -0.907 0.282
C -0.068 4.277 -4.366 -0.828
N 1.076 3.478 -3.933 -0.002
C 2.158 3.248 -4.892 -0.894
C 1.030 2.839 -2.797 0.190
N 0.971 2.286 -1.778 -0.193
H 0.274 5.268 -4.664 0.347
H -0.777 4.378 -3.548 0.199
H -0.564 3.798 -5.211 0.322
H 2.568 4.208 -5.202 0.352
H 1.770 2.724 -5.767 0.314
H 2.941 2.648 -4.435 0.341
```



No. 2
DFT (wB97M-V/def2-TZVPD) results for a molecular structure, C30H48BCsNO2P2 in a non-equilibrium geometry.

Summary:
lowest unoccupied orbital energy = 2.181 eV
total charge = -1
gap between HOMO and LUMO = 4.8231 eV
E = -2104.9278 Eh
maximum force = 0.0285 hartree/bohr
molar mass = 660.38 g/mol

The geometry in XYZ format:
```
85
Properties=species:S:1:pos:R:3:mulliken_charge:R:1
Cs 0.017 -0.611 -0.421 1.599
C -4.825 0.249 -1.118 -1.631
C -4.146 1.524 -0.636 0.472
C -3.644 2.356 -1.814 -1.635
P -2.636 1.131 0.407 0.115
C -3.386 0.204 1.880 0.671
C -2.253 0.040 2.892 -1.597
C -4.614 0.784 2.581 -1.832
C -2.277 2.740 1.163 1.050
C -3.260 3.541 1.735 -0.129
C -2.952 4.658 2.486 -1.047
C -1.612 4.956 2.720 -0.724
C -0.628 4.226 2.106 -0.076
C -0.913 3.142 1.234 -1.300
N 0.072 2.517 0.559 0.124
C 1.097 3.284 0.134 -1.047
C 0.868 4.598 -0.347 -0.106
C 1.889 5.440 -0.696 -0.659
C 3.213 5.031 -0.564 -1.124
C 3.465 3.728 -0.189 -0.155
C 2.441 2.826 0.085 0.936
P 2.752 1.059 0.321 -0.151
C 3.812 0.635 -1.201 0.505
C 5.178 1.286 -1.427 -1.783
C 2.944 0.878 -2.434 -1.361
C 4.052 1.071 1.679 0.399
C 3.358 1.510 2.965 -1.615
C 4.654 -0.322 1.836 -1.648
H -5.607 0.478 -1.842 0.444
H -5.274 -0.290 -0.288 0.300
H -4.101 -0.410 -1.599 0.341
H -4.865 2.127 -0.072 0.246
H -2.974 1.760 -2.437 0.322
H -3.094 3.225 -1.454 0.335
H -4.471 2.704 -2.432 0.437
H -3.645 -0.788 1.485 0.533
H -1.907 1.020 3.221 0.374
H -1.411 -0.487 2.443 0.250
H -2.587 -0.525 3.763 0.482
H -4.379 1.745 3.031 0.376
H -4.929 0.108 3.380 0.506
H -5.455 0.916 1.899 0.327
H -4.303 3.306 1.578 0.334
H -3.742 5.278 2.896 0.367
H -1.349 5.777 3.378 0.360
H 0.410 4.477 2.270 0.505
H -0.158 4.934 -0.436 0.493
H 1.664 6.429 -1.071 0.370
H 4.025 5.720 -0.766 0.375
H 4.491 3.410 -0.079 0.424
H 3.962 -0.450 -1.098 0.646
H 5.066 2.331 -1.699 0.339
H 5.677 0.782 -2.258 0.492
H 5.824 1.219 -0.554 0.347
H 2.658 1.929 -2.490 0.194
H 2.039 0.273 -2.395 0.201
H 3.491 0.618 -3.341 0.491
H 4.836 1.802 1.441 0.322
H 2.587 0.790 3.239 0.331
H 2.886 2.483 2.828 0.308
H 4.067 1.585 3.791 0.452
H 3.857 -1.052 1.984 0.335
H 5.320 -0.366 2.698 0.445
H 5.219 -0.607 0.952 0.320
C 0.454 -6.528 0.590 -2.056
C -0.144 -5.272 1.251 1.916
C -0.036 -5.418 2.770 -1.872
O 0.626 -4.167 0.808 -0.336
B -0.031 -3.471 -0.245 -0.916
O -1.342 -4.019 -0.323 -0.350
C -1.578 -4.944 0.728 1.945
C -2.354 -6.147 0.185 -1.961
C -2.448 -4.243 1.786 -1.891
H 1.497 -6.611 0.890 0.510
H 0.423 -6.415 -0.489 0.404
H -0.072 -7.434 0.881 0.322
H 0.984 -5.698 3.028 0.489
H -0.715 -6.188 3.136 0.313
H -0.256 -4.478 3.268 0.309
H -1.876 -6.536 -0.710 0.355
H -3.356 -5.822 -0.089 0.480
H -2.430 -6.938 0.930 0.321
H -1.936 -3.362 2.170 0.172
H -2.689 -4.915 2.610 0.310
H -3.376 -3.916 1.316 0.560
```



No. 3
DFT (wB97M-V/def2-TZVPD) results for 10 unconnected molecules or ions with the total composition C30H48BN12O3S in a non-equilibrium geometry.

Summary:
lowest unoccupied orbital energy = -4.104 eV
total charge = +1
gap between HOMO and LUMO = 7.1668 eV
E = -2477.2583 Eh
maximum force = 0.0927 hartree/bohr
molar mass = 667.67 g/mol

The geometry in XYZ format:
```
95
Properties=species:S:1:pos:R:3:mulliken_charge:R:1
C 0.478 3.525 -3.863 -0.930
C 1.147 2.167 -4.426 -0.165
C 0.191 0.943 -3.918 -0.716
O 0.797 0.451 -2.688 -0.083
C 0.711 -1.008 -2.628 -0.860
C 1.562 -1.562 -1.401 0.301
C 0.933 -1.356 0.030 0.066
S -0.712 -0.508 0.294 -0.028
C 1.675 -1.838 1.312 -0.131
N 1.186 -1.662 2.690 -0.147
C 1.796 -0.526 3.117 0.601
C 1.177 0.939 2.811 -0.623
C 3.199 -0.558 3.919 -1.200
C 3.043 -2.570 1.122 -0.075
O 3.806 -3.092 2.206 -0.479
C 3.579 -2.720 -0.322 -0.137
N 2.854 -2.209 -1.495 0.083
B 3.531 -2.394 -2.828 0.463
N 4.390 -3.628 -3.013 -0.648
O 3.473 -1.491 -3.940 -0.478
H -0.467 3.317 -3.231 0.315
H 0.243 4.204 -4.750 0.159
H 1.242 4.022 -3.175 0.250
H 2.149 2.032 -3.889 0.120
H 1.301 2.148 -5.553 0.412
H -0.898 1.265 -3.812 0.391
H 0.215 0.157 -4.771 0.254
H -0.400 -1.231 -2.378 0.340
H 0.912 -1.515 -3.630 0.510
H -1.729 -1.472 0.143 0.198
H 1.194 1.058 1.665 0.156
H 0.125 1.069 3.247 0.086
H 1.915 1.730 3.221 0.424
H 3.347 0.437 4.456 0.447
H 4.019 -0.632 3.113 0.339
H 3.305 -1.473 4.593 0.265
H 3.753 -4.090 2.126 0.279
H 4.584 -3.252 -0.456 0.282
H 5.282 -3.471 -2.495 0.288
H 4.696 -3.617 -4.009 0.307
H 3.379 -0.554 -3.656 0.327
C 2.314 -6.077 4.413 -0.790
C 3.437 -5.924 3.485 0.480
N 4.321 -5.804 2.754 -0.501
H 1.441 -5.508 4.084 0.248
H 2.006 -7.122 4.502 0.322
H 2.571 -5.728 5.416 0.282
C -0.677 -1.172 5.932 -0.197
C -0.885 -1.336 7.373 0.177
N -1.049 -1.465 8.506 -0.458
H -0.950 -2.075 5.381 0.384
H -1.278 -0.351 5.528 0.036
H 0.369 -0.954 5.700 0.054
C -4.683 -0.751 4.633 -1.015
C -3.428 -0.070 4.309 0.655
N -2.441 0.467 4.054 -0.592
H -4.893 -1.560 3.934 0.278
H -4.656 -1.188 5.634 0.293
H -5.531 -0.068 4.602 0.391
C 1.760 6.422 -7.112 -0.942
C 1.623 4.963 -7.056 0.317
N 1.518 3.817 -7.009 -0.441
H 1.945 6.848 -6.123 0.370
H 2.590 6.724 -7.754 0.274
H 0.858 6.895 -7.504 0.413
C 0.000 3.774 -10.700 -0.842
C -0.237 4.963 -9.879 0.389
N -0.424 5.898 -9.233 -0.415
H 0.071 2.871 -10.088 0.265
H -0.805 3.616 -11.421 0.308
H 0.931 3.856 -11.266 0.269
C 2.916 9.921 -9.417 -0.787
C 2.692 9.755 -7.978 0.395
N 2.516 9.626 -6.847 -0.401
H 2.639 9.022 -9.973 0.267
H 2.328 10.747 -9.822 0.289
H 3.966 10.129 -9.639 0.274
C -7.227 -3.825 7.020 -0.855
C -6.108 -3.672 6.087 0.462
N -5.229 -3.551 5.353 -0.449
H -8.103 -3.260 6.693 0.278
H -7.531 -4.870 7.115 0.310
H -6.967 -3.471 8.021 0.267
C -5.832 -1.042 0.143 -0.833
C -6.039 -0.533 1.501 0.424
N -6.201 -0.133 2.568 -0.408
H -5.553 -0.243 -0.548 0.273
H -5.038 -1.792 0.111 0.217
H -6.737 -1.511 -0.252 0.299
C -2.175 -3.905 10.152 -0.616
C -2.297 -5.365 10.210 0.313
N -2.392 -6.511 10.256 -0.366
H -1.985 -3.477 11.140 0.282
H -1.355 -3.595 9.503 0.167
H -3.086 -3.440 9.768 0.220
```



Here are the calculated highest occupied orbital energy numbers, same order: -11.1, -2.6, -11.3 (eV).